Run i
# C4H11NO3

A cluster of 2 separate species, C4H11NO3 in total (ωB97M-V/def2-TZVPD, the OMol25 dataset).

Each line ends with the Mulliken charge.
CARTESIAN COORDINATES (ANGSTROEM)
C (2.05, 0.59, -0.10)  -1.0104
N (0.69, 0.20, -0.43)  0.1629
C (0.42, -0.46, -1.61)  -0.0213
O (-0.70, -0.77, -1.92)  -0.5406
C (-0.21, 0.23, 0.71)  -0.3700
C (-0.87, 1.60, 0.71)  -0.4853
O (-0.45, 2.37, 1.82)  -0.5322
H (2.70, -0.08, -0.63)  0.4262
H (2.27, 1.66, -0.25)  0.2628
H (2.21, 0.56, 0.99)  0.3139
H (1.28, -0.51, -2.30)  0.3611
H (0.35, 0.06, 1.63)  0.3985
H (-0.94, -0.62, 0.91)  0.0876
H (-0.66, 2.18, -0.18)  0.2753
H (-1.97, 1.60, 0.62)  0.3558
H (-1.10, 2.73, 2.43)  0.3039
O (-0.86, -3.42, 0.42)  -0.6491
H (-0.27, -3.65, -0.31)  0.3181
H (-1.29, -2.60, 0.13)  0.3427

For the HOMO energy, the calculation gives -9.528 eV. For the frontier orbital gap, the calculation gives 10.2 eV. For the LUMO energy, the calculation gives 0.0246 Eh.

---

Run ii
# C4H11NO3

A cluster of 2 separate species, C4H11NO3 in total (ωB97M-V/def2-TZVPD, the OMol25 dataset).

Each line ends with the Mulliken charge.
CARTESIAN COORDINATES (ANGSTROEM)
C (-2.22, -0.51, 0.80)  -1.1414
C (-1.00, 0.39, 0.86)  -0.2357
O (0.13, -0.29, 0.32)  -0.3105
C (1.38, 0.31, 0.68)  -0.1249
N (2.46, -0.49, 0.20)  -0.6606
O (1.47, 1.61, 0.25)  -0.5223
H (-2.01, -1.45, 1.31)  0.2893
H (-2.50, -0.74, -0.24)  0.2552
H (-3.06, -0.01, 1.29)  0.3774
H (-0.78, 0.66, 1.90)  0.4330
H (-1.17, 1.32, 0.28)  0.2480
H (1.45, 0.35, 1.78)  0.4811
H (2.32, -1.46, 0.48)  0.2746
H (2.52, -0.45, -0.82)  0.2718
H (1.35, 1.65, -0.72)  0.4135
C (-0.08, -0.22, -2.06)  0.0212
O (0.06, 0.96, -2.20)  -0.4760
H (-1.07, -0.69, -1.99)  0.1838
H (0.75, -0.94, -2.10)  0.2225

For the HOMO energy, the calculation gives -10.049 eV. For the frontier orbital gap, the calculation gives 10.8 eV. For the LUMO energy, the calculation gives 0.0293 Eh.

---

Run iii
# C4H11NO3

A cluster of 2 separate species, C4H11NO3 in total (ωB97M-V/def2-TZVPD, the OMol25 dataset).

Each line ends with the Mulliken charge.
CARTESIAN COORDINATES (ANGSTROEM)
O (-0.41, -3.01, 0.03)  -0.6220
C (-0.87, -1.93, 0.34)  0.1061
N (-1.02, -0.95, -0.57)  -0.1160
C (-1.45, 0.41, -0.33)  -0.8450
C (-0.31, 1.34, 0.08)  -0.3715
C (1.01, 1.16, -0.68)  -0.4451
O (1.03, 2.08, -1.81)  -0.5832
H (-1.21, -1.70, 1.36)  0.3395
H (-0.78, -1.19, -1.52)  0.2683
H (-1.99, 0.75, -1.19)  0.3931
H (-2.14, 0.40, 0.51)  0.3217
H (-0.08, 1.21, 1.14)  0.3230
H (-0.56, 2.39, -0.08)  0.3408
H (1.78, 1.64, -0.13)  0.3124
H (1.24, 0.16, -1.02)  0.2905
H (0.60, 1.82, -2.63)  0.2848
O (1.76, -1.17, 2.14)  -0.6108
H (1.18, -1.58, 2.77)  0.3027
H (2.21, -1.83, 1.61)  0.3107

For the HOMO energy, the calculation gives -9.763 eV. For the frontier orbital gap, the calculation gives 10.5 eV. For the LUMO energy, the calculation gives 0.0253 Eh.

---

Run iv
# C4H11NO3

A cluster of 4 separate species, C4H11NO3 in total (ωB97M-V/def2-TZVPD, the OMol25 dataset).

Each line ends with the Mulliken charge.
CARTESIAN COORDINATES (ANGSTROEM)
C (0.24, -0.40, 0.07)  -0.4947
C (-0.86, -0.25, -0.83)  -0.6279
C (-0.29, -0.37, -2.08)  -0.4130
N (1.02, -0.71, -1.97)  -0.0241
C (1.40, -0.62, -0.63)  -0.3713
H (0.20, -0.33, 1.15)  0.4559
H (-1.91, -0.04, -0.75)  0.3602
H (-0.76, -0.15, -3.02)  0.4128
H (1.69, -0.59, -2.72)  0.2392
H (2.38, -0.93, -0.35)  0.3948
O (-0.30, 2.61, 3.96)  -0.6419
H (0.11, 3.24, 3.36)  0.3134
H (-0.55, 1.95, 3.33)  0.3301
O (-0.46, -3.61, -0.66)  -0.6473
H (-0.53, -4.10, -1.49)  0.3074
H (-0.60, -2.69, -0.93)  0.3897
O (-0.38, 2.64, 1.02)  -0.6446
H (-0.97, 3.32, 0.70)  0.2929
H (-0.30, 1.94, 0.38)  0.3685

For the HOMO energy, the calculation gives -9.015 eV. For the frontier orbital gap, the calculation gives 9.6 eV. For the LUMO energy, the calculation gives 0.0209 Eh.

---

Energy ordering: run iv at the bottom, the next structure 7.4 kJ/mol above.

---

Run i
# C4H11NO3

A cluster of 2 separate species, C4H11NO3 in total (ωB97M-V/def2-TZVPD, the OMol25 dataset).

Each line ends with the Mulliken charge.
CARTESIAN COORDINATES (ANGSTROEM)
O (-2.99, 0.83, 0.24)  -0.4912
C (-2.20, 0.01, 0.62)  -0.0889
C (-1.02, 0.28, 1.50)  -0.3213
C (0.19, -0.54, 1.04)  -0.6311
N (0.75, 0.23, -0.07)  -0.3283
C (2.03, -0.13, -0.66)  -0.5340
O (3.08, 0.28, 0.24)  -0.5306
H (-2.23, -1.05, 0.25)  0.3652
H (-1.37, -0.06, 2.49)  0.3159
H (-0.78, 1.35, 1.59)  0.2713
H (-0.24, -1.49, 0.68)  0.3027
H (0.95, -0.66, 1.81)  0.3634
H (0.73, 1.23, 0.03)  0.1840
H (2.06, 0.52, -1.54)  0.3636
H (2.10, -1.15, -0.95)  0.3377
H (3.84, 0.58, -0.26)  0.3068
O (-0.51, -0.79, -2.30)  -0.6988
H (-1.45, -0.59, -2.34)  0.3271
H (-0.22, -0.42, -1.43)  0.4865

For the HOMO energy, the calculation gives -9.773 eV. For the frontier orbital gap, the calculation gives 10.5 eV. For the LUMO energy, the calculation gives 0.0259 Eh.

---

Run ii
# C4H11NO3

A cluster of 2 separate species, C4H11NO3 in total (ωB97M-V/def2-TZVPD, the OMol25 dataset).

Each line ends with the Mulliken charge.
CARTESIAN COORDINATES (ANGSTROEM)
C (0.90, 2.58, -0.09)  -0.9778
N (0.38, 1.19, -0.14)  0.1988
C (-0.67, 0.73, -0.87)  0.1537
O (-0.83, -0.47, -0.85)  -0.6654
C (1.22, 0.13, 0.59)  -1.0615
C (0.50, -0.09, 1.90)  -0.1913
O (-0.66, -0.90, 1.64)  -0.5897
H (1.48, 2.84, 0.76)  0.3611
H (1.47, 2.88, -0.96)  0.3189
H (-0.08, 3.27, -0.09)  0.2973
H (-1.28, 1.47, -1.51)  0.3182
H (2.29, 0.43, 0.69)  0.3676
H (1.06, -0.79, 0.07)  0.5016
H (0.99, -0.74, 2.56)  0.3378
H (0.19, 0.83, 2.43)  0.2169
H (-0.78, -1.02, 0.63)  0.4134
O (-2.35, -4.30, -2.49)  -0.6430
H (-1.54, -3.79, -2.76)  0.3216
H (-2.28, -4.23, -1.52)  0.3218

For the HOMO energy, the calculation gives -9.549 eV. For the frontier orbital gap, the calculation gives 10.2 eV. For the LUMO energy, the calculation gives 0.0232 Eh.

---

Energy ordering: run i at the bottom, the next structure 49.2 kJ/mol above.

---

Run i
# C4H11NO3

A cluster of 2 separate species, C4H11NO3 in total (ωB97M-V/def2-TZVPD, the OMol25 dataset).

Each line ends with the Mulliken charge.
CARTESIAN COORDINATES (ANGSTROEM)
C (-0.30, -1.03, 1.76)  -1.0264
N (-0.05, -0.11, 0.65)  0.2034
C (0.15, 1.21, 1.16)  -1.2002
C (-1.14, -0.17, -0.32)  -0.6808
C (-0.60, 0.13, -1.70)  0.5722
O (0.18, 1.01, -1.92)  -0.5279
O (-1.03, -0.73, -2.62)  -0.4586
H (-1.13, -0.67, 2.39)  0.3623
H (0.57, -1.04, 2.41)  0.2944
H (-0.51, -2.02, 1.40)  0.3468
H (0.83, 1.22, 1.99)  0.3903
H (0.56, 1.92, 0.45)  0.2696
H (-0.77, 1.65, 1.57)  0.4272
H (-1.93, 0.56, -0.09)  0.3159
H (-1.60, -1.14, -0.31)  0.3900
H (-0.64, -0.55, -3.50)  0.3632
O (2.70, -0.39, -1.26)  -0.6765
H (2.76, 0.56, -1.44)  0.3206
H (1.96, -0.42, -0.63)  0.3146

For the HOMO energy, the calculation gives -9.295 eV. For the frontier orbital gap, the calculation gives 10.0 eV. For the LUMO energy, the calculation gives 0.0260 Eh.

---

Run ii
# C4H11NO3

A structure of composition C4H11NO3 (ωB97M-V/def2-TZVPD, the OMol25 dataset).

Each line ends with the Mulliken charge.
CARTESIAN COORDINATES (ANGSTROEM)
C (-0.09, -0.14, -0.02)  0.9125
C (-1.60, -0.67, -0.43)  -0.9484
C (1.23, -1.12, -0.40)  -0.9182
C (0.04, 1.23, -0.64)  -0.6071
H (0.88, -0.28, 1.88)  0.3216
H (-1.04, -0.64, 1.90)  0.3185
H (-1.56, -0.61, -1.50)  0.4353
H (-1.68, -1.67, -0.23)  0.5209
H (-1.98, 0.88, 0.75)  0.4468
H (1.06, -1.52, -1.40)  0.3848
H (1.33, -2.08, 0.14)  0.3634
H (2.54, 0.18, -0.27)  0.4096
H (0.51, 1.07, -1.65)  0.3132
H (-1.08, 1.75, -0.91)  0.2843
H (0.81, 1.93, 1.10)  0.3955
N (-0.23, 0.13, 1.38)  -0.9793
O (-2.55, 0.17, 0.11)  -0.5508
O (2.27, -0.63, 0.21)  -0.5081
O (1.12, 2.02, -0.02)  -0.5943

For the HOMO energy, the calculation gives -9.573 eV. For the frontier orbital gap, the calculation gives 10.1 eV. For the LUMO energy, the calculation gives 0.0212 Eh.

---

Run iii
# C4H11NO3

A cluster of 2 separate species, C4H11NO3 in total (ωB97M-V/def2-TZVPD, the OMol25 dataset).

Each line ends with the Mulliken charge.
CARTESIAN COORDINATES (ANGSTROEM)
O (-0.47, 1.50, 3.54)  -0.5593
C (-0.22, 0.54, 2.84)  0.1224
N (0.37, 0.76, 1.62)  -0.1511
C (1.02, -0.23, 0.77)  -0.7015
C (0.42, -0.31, -0.63)  -0.6665
C (1.20, 0.46, -1.74)  -0.2903
O (0.40, 0.63, -2.88)  -0.5554
H (-0.48, -0.49, 3.07)  0.2800
H (0.78, 1.65, 1.42)  0.2388
H (2.12, -0.25, 0.76)  0.2968
H (0.72, -1.19, 1.24)  0.3450
H (-0.63, 0.02, -0.63)  0.4189
H (0.41, -1.36, -0.95)  0.3654
H (1.37, 1.50, -1.42)  0.3062
H (1.98, -0.27, -2.01)  0.2592
H (-0.51, 0.33, -2.99)  0.2988
O (-3.02, -0.78, -0.81)  -0.6495
H (-2.39, -1.30, -1.30)  0.3220
H (-3.07, -1.20, 0.08)  0.3201

For the HOMO energy, the calculation gives -9.843 eV. For the frontier orbital gap, the calculation gives 10.3 eV. For the LUMO energy, the calculation gives 0.0171 Eh.

---

Run iv
# C4H11NO3

A cluster of 2 separate species, C4H11NO3 in total (ωB97M-V/def2-TZVPD, the OMol25 dataset).

Each line ends with the Mulliken charge.
CARTESIAN COORDINATES (ANGSTROEM)
C (-1.01, -1.54, 1.10)  -1.4511
C (0.01, -0.45, 0.79)  0.6211
N (1.28, -0.75, 1.40)  -0.6661
O (-0.47, 0.80, 1.23)  -0.5363
H (-0.71, -2.51, 0.68)  0.3716
H (-1.99, -1.27, 0.68)  0.3062
H (-1.14, -1.65, 2.18)  0.4141
H (0.07, -0.73, -0.48)  0.2291
H (1.91, 0.03, 1.27)  0.2450
H (1.18, -0.89, 2.40)  0.2257
H (-0.76, 0.72, 2.15)  0.2903
C (-0.61, 1.55, -1.72)  -0.9616
C (0.49, 0.55, -1.63)  0.6886
O (0.38, -0.67, -1.98)  -0.6792
O (1.69, 1.08, -1.38)  -0.4435
H (-0.62, 1.95, -2.74)  0.3356
H (-1.56, 1.06, -1.51)  0.2915
H (-0.47, 2.36, -1.00)  0.3156
H (2.33, 0.35, -1.45)  0.4033

For the HOMO energy, the calculation gives -9.118 eV. For the frontier orbital gap, the calculation gives 9.9 eV. For the LUMO energy, the calculation gives 0.0274 Eh.

---

Energy ordering: run i at the bottom, the next structure 99.5 kJ/mol above.

---

Run i
# C4H11NO3

An isolated molecule of C4H11NO3 (ωB97M-V/def2-TZVPD, the OMol25 dataset).

Each line ends with the Mulliken charge.
CARTESIAN COORDINATES (ANGSTROEM)
C (-2.07, 0.31, 0.00)  -1.5732
C (-0.70, 0.02, -0.62)  0.8279
O (-0.78, -1.08, -1.49)  -0.5664
O (-0.32, 1.18, -1.32)  -0.5823
C (0.38, -0.28, 0.64)  0.0946
N (0.69, 0.89, 1.39)  -0.6398
C (1.58, -0.78, -0.11)  -0.7642
O (2.61, -1.13, 0.91)  -0.5635
H (-2.01, 1.17, 0.66)  0.3551
H (-2.78, 0.55, -0.80)  0.4430
H (-2.43, -0.55, 0.55)  0.3430
H (-1.50, -0.93, -2.12)  0.3584
H (0.43, 0.96, -1.88)  0.3698
H (-0.04, -1.06, 1.27)  0.4644
H (-0.04, 1.15, 2.04)  0.2613
H (0.90, 1.68, 0.79)  0.2484
H (2.00, -0.02, -0.78)  0.2849
H (1.39, -1.72, -0.62)  0.3006
H (2.71, -0.35, 1.48)  0.3378

For the HOMO energy, the calculation gives -9.216 eV. For the frontier orbital gap, the calculation gives 9.9 eV. For the LUMO energy, the calculation gives 0.0238 Eh.

---

Run ii
# C4H11NO3

A cluster of 2 separate species, C4H11NO3 in total (ωB97M-V/def2-TZVPD, the OMol25 dataset).

Each line ends with the Mulliken charge.
CARTESIAN COORDINATES (ANGSTROEM)
N (-0.87, 1.77, -0.87)  -0.6512
C (-0.75, 1.07, 0.41)  0.4954
C (-0.95, -0.43, 0.27)  -0.7353
O (-2.31, -0.78, 0.05)  -0.5143
C (0.60, 1.46, 1.09)  -0.8305
C (1.66, 0.60, 0.44)  0.0102
O (2.10, 0.85, -0.65)  -0.4873
H (0.02, 1.78, -1.35)  0.2922
H (-1.52, 1.30, -1.49)  0.2279
H (-1.52, 1.47, 1.07)  0.2144
H (-0.70, -0.98, 1.18)  0.3348
H (-0.27, -0.82, -0.49)  0.2415
H (-2.60, -0.50, -0.82)  0.3051
H (0.81, 2.50, 0.87)  0.3724
H (0.47, 1.20, 2.14)  0.3494
H (1.93, -0.33, 0.97)  0.3621
O (0.86, -3.48, -0.33)  -0.6156
H (0.96, -4.19, -1.00)  0.3136
H (1.15, -2.72, -0.84)  0.3152

For the HOMO energy, the calculation gives -9.481 eV. For the frontier orbital gap, the calculation gives 10.1 eV. For the LUMO energy, the calculation gives 0.0219 Eh.

---

Energy ordering: run i at the bottom, the next structure 53.2 kJ/mol above.

---

Run i
# CF2NP

A cluster of 2 separate species, CF2NP in total (ωB97M-V/def2-TZVPD, the OMol25 dataset).

Each line ends with the Mulliken charge.
CARTESIAN COORDINATES (ANGSTROEM)
C (1.10, 0.28, 0.10)  0.2677
N (2.24, 0.51, -0.03)  -0.2318
F (-2.13, 1.21, -0.11)  -0.5495
F (-0.70, -1.55, -0.55)  -0.1631
P (-0.51, -0.45, 0.59)  0.6767

For the HOMO energy (spin up / spin down), the calculation gives -11.869 / -11.886 eV. For the frontier orbital gap (spin up / spin down), the calculation gives 8.7 / 8.7 eV. For the LUMO energy (spin up / spin down), the calculation gives -0.1153 / -0.1153 Eh.

---

Run ii
# CF2NP

An isolated molecule of CF2NP (ωB97M-V/def2-TZVPD, the OMol25 dataset).

Each line ends with the Mulliken charge.
CARTESIAN COORDINATES (ANGSTROEM)
N (-2.04, -0.06, -0.10)  -0.2787
C (-0.90, -0.06, 0.15)  0.3678
P (0.79, 0.12, 0.66)  0.3967
F (1.06, -1.25, -0.26)  -0.2713
F (1.09, 1.24, -0.45)  -0.2144

For the HOMO energy, the calculation gives -12.102 eV. For the frontier orbital gap, the calculation gives 11.7 eV. For the LUMO energy, the calculation gives -0.0149 Eh.

---

Energy ordering: run ii at the bottom, the next structure 305.6 kJ/mol above.

---

Run i
# C3H6N4S

An isolated molecule of C3H6N4S (ωB97M-V/def2-TZVPD, the OMol25 dataset).

Each line ends with the Mulliken charge.
CARTESIAN COORDINATES (ANGSTROEM)
H (3.26, -0.12, -0.88)  0.2872
N (3.00, 0.36, 0.00)  -0.5545
C (1.91, -0.15, 0.42)  -0.1732
N (1.24, -1.23, -0.19)  -0.5798
C (-0.02, -1.27, -0.35)  0.1967
N (-0.97, -0.27, -0.15)  -0.2130
S (-2.60, -0.77, 0.02)  -0.1868
C (-0.68, 1.12, -0.29)  0.0424
N (-1.46, 2.11, -0.13)  -0.6016
H (-2.39, 1.80, 0.17)  0.2231
H (1.46, 0.26, 1.34)  0.5233
H (-0.46, -2.21, -0.66)  0.3903
H (-2.63, -0.91, 1.33)  0.1711
H (0.33, 1.28, -0.61)  0.4747

For the HOMO energy, the calculation gives -9.816 eV. For the frontier orbital gap, the calculation gives 10.1 eV. For the LUMO energy, the calculation gives 0.0091 Eh.

---

Run ii
# C3H6N4S

An isolated molecule of C3H6N4S (ωB97M-V/def2-TZVPD, the OMol25 dataset).

Each line ends with the Mulliken charge.
CARTESIAN COORDINATES (ANGSTROEM)
N (-2.57, -0.42, -0.28)  -0.6982
N (-1.57, -0.77, 0.47)  -0.0301
C (-0.20, -0.50, 0.19)  0.4253
N (0.65, -1.04, 1.00)  -0.4314
N (1.96, -0.87, 0.37)  -0.3880
C (2.35, 0.28, 0.00)  0.0013
C (1.34, 1.40, -0.16)  -0.5684
S (0.16, 0.49, -1.30)  -0.0879
H (-2.90, -1.22, -1.01)  0.2143
H (-3.52, -0.28, 0.14)  0.2698
H (-1.65, -1.49, 1.25)  0.2900
H (3.31, 0.31, -0.44)  0.4008
H (0.92, 1.87, 0.69)  0.3286
H (1.70, 2.25, -0.93)  0.2738

For the HOMO energy, the calculation gives -8.374 eV. For the frontier orbital gap, the calculation gives 9.0 eV. For the LUMO energy, the calculation gives 0.0234 Eh.

---

Energy ordering: run i at the bottom, the next structure 229.5 kJ/mol above.